Entry 1:
38
Properties=species:S:1:pos:R:3:forces:R:3:lowdin_spin:R:1 method="wB97M-V/def2-TZVPD" s2=6.018 orbital_gap_ev="9.3 / 6.3" multiplicity=5 charge=+1
Pd -1.16418 -1.65904 -0.91303 -0.124 -0.314 1.128 1.5221
O -4.62727 -1.66286 1.43059 -0.071 -0.051 -0.744 0.0433
C -3.54930 -1.86848 0.93592 0.845 0.045 2.201 0.0242
O -3.22986 -2.03916 -0.30599 0.448 0.105 -1.336 0.3894
C -2.30997 -1.95235 1.86508 -0.678 0.035 -0.609 0.0197
C -2.31735 -1.81632 3.23824 0.161 -0.092 0.114 0.0079
C -1.09188 -1.86841 3.89863 -0.020 -0.014 -0.058 -0.0001
C 0.08528 -2.08151 3.18418 -0.092 -0.093 0.044 0.0070
C -0.00402 -2.20858 1.81258 0.420 0.044 -0.377 0.0175
N -1.17887 -2.13479 1.20771 0.054 0.475 -0.259 0.1982
C 1.17403 -2.34853 0.84352 -0.436 0.008 1.176 0.0151
O 2.30555 -2.38075 1.27284 0.014 0.087 -0.378 0.0327
O 0.81191 -2.39584 -0.39836 -0.483 0.200 -0.959 0.2483
H -3.25245 -1.67103 3.76059 -0.021 0.026 -0.044 0.0021
H -1.05288 -1.73060 4.97105 -0.005 -0.057 0.003 -0.0001
H 1.05428 -2.14519 3.65872 0.002 0.025 0.006 0.0018
C 3.11535 1.91205 -2.33254 0.317 0.168 -0.336 0.0698
N 2.38963 0.74104 -1.93509 -0.112 0.237 0.363 0.6159
C 2.80214 0.04584 -0.75174 0.252 -0.288 0.272 0.0687
C 1.08835 0.46912 -2.49910 -0.623 0.013 -0.224 0.0657
C -0.01787 1.19051 -1.71514 0.268 -0.286 0.027 0.1003
C -0.06665 2.58157 -1.72430 -0.034 0.064 0.016 0.0188
C -1.01387 3.25483 -0.97094 -0.002 0.058 0.016 -0.0004
C -1.92532 2.54028 -0.20867 0.009 -0.002 -0.024 0.0153
C -1.90322 1.15254 -0.22199 -0.097 -0.087 -0.082 0.0482
C -0.96067 0.47153 -0.98367 -0.011 -0.156 0.181 0.3209
H 4.18727 1.73161 -2.25160 -0.027 -0.078 0.034 0.0139
H 2.87603 2.74513 -1.65958 -0.074 -0.087 0.061 0.0382
H 2.86442 2.19594 -3.35192 -0.065 -0.026 0.033 0.0034
H 3.81816 0.31327 -0.47604 -0.017 0.072 -0.085 0.0016
H 2.72168 -1.03471 -0.88660 -0.083 -0.005 -0.075 0.0199
H 2.13390 0.29924 0.08051 -0.099 0.051 -0.090 0.0358
H 0.90094 -0.60350 -2.45135 0.209 -0.045 0.011 0.0183
H 1.07662 0.79675 -3.53851 0.137 -0.016 0.004 0.0045
H 0.62515 3.15122 -2.33450 0.001 -0.015 0.004 0.0044
H -1.04261 4.33601 -0.97890 0.004 -0.006 -0.021 0.0002
H -2.66534 3.05690 0.38780 -0.003 0.010 -0.014 0.0021
H -2.65711 0.61625 0.34159 0.034 -0.008 0.022 0.0056



Entry 2:
38
Properties=species:S:1:pos:R:3:forces:R:3:lowdin_charge:R:1 method="wB97M-V/def2-TZVPD" orbital_gap_ev=8.3
C 4.83908 1.69643 -1.34981 0.138 -0.034 -0.155 -0.0906
O 3.90807 1.91369 -0.31703 -0.196 0.043 0.213 -0.0842
C 3.03999 0.91751 0.00924 -0.217 -0.094 0.167 -0.2641
C 3.02129 -0.34391 -0.60401 0.303 0.179 -0.204 -0.0126
C 2.11495 -1.31146 -0.22949 -0.194 0.044 0.242 0.0009
C 1.20180 -1.02151 0.77843 0.166 0.540 0.238 -0.1262
C 0.12554 -1.72303 1.42062 -0.214 0.268 0.682 -0.2031
C -0.35815 -3.10520 1.11760 0.174 -0.012 0.252 -0.0536
C -0.27055 -3.43329 -0.35783 -0.232 0.124 0.068 -0.4823
O 0.26092 -4.42561 -0.79196 0.203 -0.216 0.025 0.0867
N -0.81615 -2.51984 -1.23319 0.267 -0.478 -0.696 0.1157
C -1.44732 -1.33163 -0.98363 -1.005 0.479 0.901 -0.6025
N -1.21612 -0.25955 -1.65733 1.111 -1.220 -0.545 0.0346
N -1.97226 0.76819 -1.31225 -0.785 1.371 0.098 0.0198
C -2.81834 0.52496 -0.37696 0.005 -1.006 0.312 -0.5505
C -3.73529 1.49390 0.20285 -0.229 0.302 0.208 -0.2911
C -3.24471 2.90857 0.40964 0.005 0.084 0.140 -0.1030
C -4.23516 2.62542 -0.66263 -0.119 0.013 -0.038 -0.1045
S -2.75844 -1.14409 0.18710 0.309 0.597 -1.015 1.1141
C -0.36920 -0.85856 2.34198 0.196 -0.846 -0.408 -0.0784
O 0.28213 0.33139 2.34811 0.028 0.459 0.237 0.0730
C 1.23784 0.24570 1.39416 0.517 -0.583 -0.813 -0.1993
C 2.14132 1.22312 1.02618 -0.075 0.046 0.100 0.0913
H 4.34252 1.48749 -2.30258 0.019 -0.008 0.040 0.0962
H 5.52644 0.87917 -1.10853 -0.039 0.022 -0.018 0.0948
H 5.40235 2.62453 -1.43464 -0.013 -0.091 -0.034 0.0925
H 3.72624 -0.57381 -1.38644 0.080 0.016 -0.071 0.1015
H 2.12434 -2.27880 -0.70744 0.041 -0.095 -0.091 0.1147
H -1.39068 -3.21988 1.45673 0.020 -0.092 0.021 0.1110
H 0.25309 -3.84737 1.63880 -0.141 -0.019 -0.149 0.1371
H -0.54863 -2.66176 -2.20156 -0.029 -0.047 0.151 0.1654
H -4.40931 1.07874 0.94027 -0.045 0.128 -0.008 0.1268
H -2.22805 3.11512 0.11524 0.092 -0.073 -0.078 0.1038
H -3.56895 3.42038 1.30257 -0.088 0.014 0.049 0.1001
H -3.88881 2.64077 -1.68361 0.102 -0.062 -0.064 0.1022
H -5.25878 2.93905 -0.52709 -0.058 0.007 0.082 0.1004
H -1.17568 -0.96590 3.04170 -0.115 0.078 0.100 0.1323
H 2.16268 2.19107 1.49682 0.018 0.162 0.061 0.1310



Entry 3:
40
Properties=species:S:1:pos:R:3:forces:R:3:lowdin_charge:R:1 method="wB97M-V/def2-TZVPD" orbital_gap_ev=7.6
C 1.74501 0.57780 4.12641 -0.030 1.590 -0.781 -0.0231
C 0.55029 0.38640 3.20334 -0.861 1.506 -0.663 -0.2131
N -0.39253 1.35016 3.19742 5.826 -2.731 3.110 0.0761
N -0.86656 1.79875 2.09012 -2.528 1.352 -4.821 0.0027
C -0.52215 3.10328 1.68712 1.079 1.272 0.576 -0.3652
O 0.15457 3.86454 2.38633 -1.362 -1.282 -1.122 0.0381
C -0.94173 3.57349 0.22250 -2.006 -2.471 -0.165 -0.0422
N -0.67147 2.52402 -0.82962 2.645 -0.824 -2.410 0.0480
C -1.34035 1.30343 -1.13958 0.177 5.089 4.231 -0.4353
O -2.27199 1.12592 -0.38471 -1.822 -2.167 -0.256 0.0457
C -0.84732 0.42684 -2.16160 2.872 0.680 -3.758 -0.2090
C -1.62542 -0.56994 -2.69961 -0.873 -0.013 0.224 0.0043
C -1.10973 -1.32405 -3.76605 -0.815 -0.283 0.260 -0.0453
C 0.20502 -1.11477 -4.19270 -3.174 -1.262 -0.242 -0.0706
C 0.85016 -0.01356 -3.71755 0.920 0.325 1.644 -0.1324
N 0.34006 0.81515 -2.77448 -0.444 -1.647 0.744 0.1281
C 0.69855 -0.72069 2.16406 -1.954 1.612 0.209 -0.1411
C -0.48473 -1.51710 2.01857 3.548 1.180 -0.257 0.0027
C -0.52310 -2.47605 1.06404 -2.441 -0.767 0.217 -0.0145
C 0.41013 -2.55361 0.08667 0.646 0.017 0.760 -0.1680
N 0.23068 -3.56850 -0.95583 0.829 -2.329 -1.199 -0.2957
O -0.60715 -4.48486 -0.79039 1.297 2.338 -0.109 0.0618
O 1.02892 -3.56626 -1.90897 -1.305 0.495 1.356 0.0543
C 1.49800 -1.72192 0.20862 2.300 0.914 -2.405 0.0013
C 1.73107 -0.77151 1.22723 -2.111 -1.535 -0.647 0.0111
H 1.81920 1.67928 4.26877 -0.205 -0.765 0.412 0.0903
H 1.68391 0.07163 5.05996 0.152 -0.502 0.760 0.0619
H 2.70308 0.34772 3.59316 -0.977 -0.405 0.340 0.0907
H -1.09434 1.17695 1.30213 -0.115 0.241 0.397 0.1129
H -0.53029 4.55923 -0.01765 0.543 -0.683 0.051 0.1192
H -2.05491 3.72030 0.13715 0.886 -0.201 0.638 0.1308
H 0.21879 2.55351 -1.36890 -0.859 0.559 0.782 0.1186
H -2.63278 -0.54147 -2.24581 0.436 -0.957 -0.587 0.1330
H -1.68997 -2.11379 -4.30270 0.323 0.786 0.870 0.1266
H 0.40687 -1.87399 -4.94080 1.405 0.610 -0.062 0.1142
H 1.91354 0.02223 -3.92628 -0.030 1.045 -0.333 0.1107
H -1.25831 -1.22395 2.63708 -1.677 -0.185 1.255 0.0988
H -1.38096 -3.11523 1.00933 -0.376 -0.257 -0.111 0.1244
H 2.17745 -1.70016 -0.67094 -0.289 -0.183 0.781 0.1296
H 2.48050 -0.00925 1.10415 0.367 -0.163 0.310 0.1196



Entry 4:
37
Properties=species:S:1:pos:R:3:forces:R:3:lowdin_charge:R:1 method="wB97M-V/def2-TZVPD" orbital_gap_ev=9.0
C -2.31245 0.29952 3.10650 -0.061 -0.033 0.069 0.0113
C -1.27016 -0.09788 2.40263 0.134 0.058 -0.072 -0.1601
C -0.01360 0.70846 2.23390 -0.175 -0.068 0.524 -0.1613
N 0.44807 0.70299 0.86829 0.331 -0.079 -0.727 -0.0043
C 1.24870 -0.24587 0.30145 -0.004 0.048 -0.025 -0.6149
S 1.78648 -1.64974 1.16578 0.240 -0.254 0.297 0.9883
C 2.64525 -2.51453 -0.20560 -0.237 0.276 0.241 -0.3930
C 1.66007 -3.20773 -1.08424 -0.133 -0.091 -0.275 -0.2925
C 1.25773 -2.65707 -2.29655 0.023 -0.170 0.015 -0.0347
C 0.31816 -3.33340 -3.05695 0.012 -0.066 0.084 -0.0525
C -0.18571 -4.53157 -2.57366 -0.087 0.203 -0.295 -0.1556
N 0.18552 -5.06039 -1.41952 -0.173 -0.472 0.213 0.0579
C 1.08090 -4.41413 -0.69782 0.223 0.273 -0.011 -0.1225
N 1.54922 0.07419 -0.93071 0.484 -0.865 0.380 0.0230
N 0.95783 1.24191 -1.19479 -0.611 1.145 -0.265 0.0848
C 0.29135 1.62840 -0.13711 0.261 -0.380 -0.131 -0.2533
C -0.47661 2.85830 -0.07467 -0.305 0.518 0.047 -0.1449
C -1.67157 2.97144 0.63426 0.201 0.059 -0.135 -0.0090
C -2.32712 4.19244 0.62122 -0.093 -0.200 0.156 -0.1423
N -1.88898 5.25452 -0.03078 -0.299 0.423 0.029 0.0569
C -0.76846 5.13739 -0.72491 0.256 -0.085 -0.158 -0.1393
C -0.02477 3.97221 -0.78382 -0.118 -0.153 0.163 -0.0025
H -3.18700 -0.31692 3.21944 -0.143 -0.163 0.006 0.0596
H -2.32971 1.25240 3.61128 0.040 0.230 0.059 0.0660
H -1.26152 -1.05973 1.90804 -0.064 -0.149 -0.044 0.1017
H 0.77988 0.25963 2.84587 -0.058 0.208 -0.053 0.1127
H -0.16302 1.74331 2.55320 0.087 -0.143 0.013 0.1311
H 3.31288 -3.21791 0.29150 0.028 0.087 -0.012 0.0817
H 3.20775 -1.75392 -0.74353 0.104 -0.138 0.021 0.0785
H 1.66501 -1.71091 -2.62027 0.032 0.018 -0.013 0.1009
H -0.01707 -2.93547 -4.00204 -0.044 0.010 -0.087 0.1016
H -0.92269 -5.09679 -3.12890 -0.054 0.023 -0.121 0.1014
H 1.35084 -4.88019 0.24238 0.103 0.011 0.123 0.1147
H -2.09936 2.12865 1.15392 -0.033 -0.048 0.048 0.0884
H -3.25564 4.32591 1.16123 -0.074 -0.080 0.064 0.1060
H -0.45397 6.02635 -1.25541 0.111 0.018 -0.074 0.1060
H 0.88376 3.90612 -1.35964 0.096 0.028 -0.055 0.1102



Entry 5:
36
Properties=species:S:1:pos:R:3:forces:R:3:lowdin_charge:R:1 method="wB97M-V/def2-TZVPD" orbital_gap_ev=8.1 charge=-1
C 1.98798 2.27975 1.01483 0.194 0.207 -0.070 0.0045
C 3.02999 2.89342 0.45830 -0.474 -0.184 -0.173 -0.2050
O 4.03842 2.19735 -0.11788 0.115 -0.275 0.500 0.0249
C 5.16635 2.93641 -0.46224 -0.093 0.530 -0.475 -0.5872
O 6.15024 2.90429 0.22336 -0.213 -0.142 -0.120 0.1334
O 4.97972 3.68854 -1.52244 0.685 0.287 1.024 0.0794
C 4.33936 3.11435 -2.78409 -0.261 -0.411 -0.226 -0.7224
O 4.41244 1.90387 -2.81790 0.018 -0.692 -0.121 0.0272
O 3.92845 4.00603 -3.48039 -0.266 0.652 -0.400 0.0347
H 1.90565 1.20224 1.03372 0.052 -0.011 0.023 0.0570
H 1.19005 2.87544 1.43310 -0.006 0.000 -0.011 0.0417
H 3.08152 3.97433 0.36833 0.139 -0.006 0.063 0.1300
C 1.01753 0.37673 -2.06024 0.064 0.079 -0.004 -0.0682
C -0.12858 1.00241 -1.58676 0.008 0.018 0.001 -0.0943
C -1.27189 0.26136 -1.32385 0.003 -0.012 -0.007 -0.1161
C -1.27218 -1.11180 -1.53199 -0.043 -0.026 -0.012 -0.1253
C -0.12854 -1.73952 -2.00478 0.017 0.006 0.005 -0.1044
C 1.01395 -0.99485 -2.26969 -0.023 -0.024 0.011 -0.0844
H 1.91202 0.95528 -2.25820 0.062 -0.002 -0.011 0.1017
H -0.11984 2.07077 -1.41664 0.010 0.014 0.004 0.1009
H -2.16347 0.75425 -0.95365 -0.013 0.006 -0.002 0.0936
H -2.16170 -1.69298 -1.32149 -0.007 -0.015 0.000 0.0887
H -0.12630 -2.81077 -2.16284 -0.006 -0.016 -0.009 0.0938
H 1.90758 -1.48250 -2.63649 0.022 0.010 -0.002 0.1034
C -4.44719 -3.34868 2.94264 -0.007 -0.009 0.008 -0.1069
C -3.11817 -3.32662 3.34194 0.005 -0.009 0.003 -0.1023
C -2.22839 -2.44321 2.74686 -0.007 -0.010 0.012 -0.0883
C -2.66794 -1.57763 1.75546 0.023 0.041 0.017 -0.0917
C -3.99718 -1.59903 1.35776 -0.010 0.006 -0.009 -0.0979
C -4.88661 -2.48539 1.94898 -0.010 0.002 -0.005 -0.1032
H -5.14051 -4.03929 3.40548 -0.007 -0.008 0.005 0.0955
H -2.77520 -3.99945 4.11740 0.005 -0.013 0.005 0.0969
H -1.19072 -2.42894 3.05317 0.011 0.007 0.005 0.1029
H -1.97467 -0.88939 1.29092 0.020 -0.009 -0.015 0.0913
H -4.33961 -0.92328 0.58412 0.002 0.003 -0.013 0.0995
H -5.92253 -2.50348 1.63519 -0.011 0.003 -0.001 0.0965